[1]
Below is C2H5ClFN in the gas phase in a non-equilibrium geometry, with properties calculated with ωB97M-V with the def2-TZVPD basis set.

Cartesian coordinates (Å):
N (1.44324, -0.10809, -0.08849)
C (0.09364, -0.57754, -0.27171)
C (-0.89248, 0.42894, 0.24933)
F (-0.63033, 1.66246, -0.23432)
Cl (-2.59104, -0.08598, -0.11866)
H (1.93741, -0.15628, 0.80679)
H (1.65430, 0.66942, -0.60589)
H (-0.10498, -0.76064, -1.29777)
H (-0.04236, -1.53872, 0.21511)
H (-0.86739, 0.46644, 1.34562)

Results
SMILES	NC[C@@H](F)Cl
total charge	0
ΔE to the lowest compared entry with this formula, charge and spin	0.028	eV
orbital gap	10.53	eV
DFT total energy	-18884.946	eV
LUMO	1.01	eV
molar mass	97.520	g mol⁻¹
highest occupied orbital energy	-0.3498	Ha

***

[2]
Below is a molecular structure, C2H5ClN2O in a non-equilibrium geometry, with properties calculated with ωB97M-V with the def2-TZVPD basis set.

Cartesian coordinates (Å):
C (-0.20673, 0.19621, -0.81263)
C (-0.96577, 0.51697, 0.46947)
N (-0.12706, -1.06476, -0.31595)
N (-0.83151, -0.88953, 0.80535)
O (0.61650, 0.73475, -1.72017)
Cl (-2.60492, 1.07137, 0.31457)
H (1.60970, -0.55836, 1.48362)
H (-0.46323, 1.14192, 1.17990)
H (0.19215, -2.06197, -0.63034)
H (1.72374, -0.62283, 0.66762)
H (1.05713, 1.53622, -1.44145)

Results
total charge	0
ΔE to the lowest compared entry with this formula, charge and spin	4.928	eV
orbital gap (spin up / spin down)	7.98 / 7.65	eV
DFT total energy	-19699.819	eV
LUMO (spin up / spin down)	0.30 / 0.23	eV
molar mass	108.528	g mol⁻¹
highest occupied orbital energy (spin up / spin down)	-0.2821 / -0.2727	Ha

***

[3]
Below is 2 unconnected molecules or ions with the total composition C2H5ClN2OS in a non-equilibrium geometry, with properties calculated with ωB97M-V with the def2-TZVPD basis set.

Cartesian coordinates (Å):
H (-0.57715, -0.65781, 2.04510)
N (-1.08559, 0.10680, 1.61131)
C (-0.50325, 0.52287, 0.55564)
N (-0.99646, 1.54083, -0.20632)
C (0.80435, -0.01124, -0.03777)
O (1.00072, 0.03111, -1.22643)
S (2.02051, -0.72574, 1.04674)
H (-1.95899, 1.78947, -0.03268)
H (-0.68036, 1.57655, -1.16556)
H (1.48704, -0.28396, 2.19634)
Cl (-0.20234, -2.00634, -1.93697)
H (0.69151, -1.88255, -2.84939)

Results
SMILES	[H]/N=C(/N)C(=O)S.Cl
total charge	0
ΔE to the lowest compared entry with this formula, charge and spin	0.000	eV
orbital gap	9.92	eV
DFT total energy	-30540.031	eV
LUMO	0.09	eV
molar mass	140.595	g mol⁻¹
highest occupied orbital energy	-0.3613	Ha

***

[4]
Below is C2H5ClN2OS in the gas phase in a non-equilibrium geometry, with properties calculated with ωB97M-V with the def2-TZVPD basis set.

Cartesian coordinates (Å):
O (-0.72253, 1.91041, -0.20178)
N (0.09972, 1.13310, 0.59128)
C (0.02307, -0.26489, 0.21887)
C (1.31601, -1.03898, 0.35099)
Cl (2.77244, -0.07356, -0.31056)
N (-1.03778, -0.98468, 0.06955)
S (-2.57742, -0.36153, -0.22139)
H (-1.77177, 1.75219, 0.36437)
H (1.09964, 1.46782, 0.55963)
H (1.56896, -1.18773, 1.41882)
H (1.09598, -1.97944, -0.08394)
H (-3.57339, -1.51684, 0.13213)

Results
SMILES	ON/C(CCl)=N\S
total charge	0
ΔE to the lowest compared entry with this formula, charge and spin	3.639	eV
orbital gap	8.99	eV
DFT total energy	-30536.392	eV
LUMO	0.36	eV
molar mass	140.595	g mol⁻¹
highest occupied orbital energy	-0.3172	Ha

***

[5]
Below is a molecular structure, C2H5CrO3 in a non-equilibrium geometry, with properties calculated with ωB97M-V with the def2-TZVPD basis set.

Cartesian coordinates (Å):
H (-0.75018, 0.76039, 3.15828)
O (0.47064, 1.06308, 1.58057)
O (1.06328, -0.16612, 1.80004)
C (-0.56253, 1.31538, 2.23297)
H (-0.95604, 2.32400, 2.08108)
Cr (1.64484, -0.80483, 0.11634)
O (0.98526, -0.90877, -1.51323)
C (-0.19415, -0.89582, -2.22211)
H (-0.03419, -0.62420, -3.28287)
H (-0.69365, -1.88317, -2.18910)
H (-0.97326, -0.17994, -1.76197)

Results
total charge	+2
orbital gap (spin up / spin down)	7.77 / 10.72	eV
DFT total energy	-36693.574	eV
LUMO (spin up / spin down)	-12.66 / -10.58	eV
expectation value of S²	4.221
molar mass	129.055	g mol⁻¹
spin multiplicity	4
highest occupied orbital energy (spin up / spin down)	-0.7509 / -0.7827	Ha

***

[6]
Below is C2H5F2N in the gas phase in a non-equilibrium geometry, with properties calculated with ωB97M-V with the def2-TZVPD basis set.

Cartesian coordinates (Å):
N (0.34987, -0.08112, 1.31423)
C (0.20265, 0.45255, 0.00926)
F (-0.70553, 1.56274, -0.01888)
C (-0.27452, -0.49070, -1.16933)
F (0.67969, -1.40616, -1.52699)
H (-0.47052, -0.20989, 1.78746)
H (0.88237, 0.67458, 1.91531)
H (1.36706, 1.04941, -0.15883)
H (-0.63312, 0.04728, -2.01395)
H (-1.03677, -1.13027, -0.74176)

Results
SMILES	N[C@H](F)CF
total charge	0
ΔE to the lowest compared entry with this formula, charge and spin	1.477	eV
orbital gap	11.87	eV
DFT total energy	-9079.013	eV
LUMO	1.02	eV
molar mass	81.065	g mol⁻¹
highest occupied orbital energy	-0.3986	Ha

***

[7]
Below is C2H5F2NO2S in the gas phase in a non-equilibrium geometry, with properties calculated with ωB97M-V with the def2-TZVPD basis set.

Cartesian coordinates (Å):
C (1.71365, 0.69067, 0.80756)
C (0.86977, -0.29755, -0.01820)
F (0.96937, -1.62623, 0.05184)
F (1.08239, -0.09886, -1.31923)
S (-1.03518, 0.12173, 0.21718)
N (-1.82030, -0.75590, -1.11704)
O (-1.16299, 1.53379, -0.00085)
O (-1.59184, -0.43230, 1.40441)
H (2.72081, 0.48027, 0.45651)
H (1.27687, 1.68791, 0.65058)
H (1.47363, 0.40388, 1.83357)
H (-2.70135, -1.17436, -0.85281)
H (-1.79483, -0.53305, -2.11353)

Results
SMILES	CC(F)(F)S(N)(=O)=O
total charge	0
ΔE to the lowest compared entry with this formula, charge and spin	0.500	eV
orbital gap	11.28	eV
DFT total energy	-24009.154	eV
LUMO	0.67	eV
molar mass	145.130	g mol⁻¹
highest occupied orbital energy	-0.3898	Ha

***

[8]
Below is a molecular structure, C2H5F2P in a non-equilibrium geometry, with properties calculated with ωB97M-V with the def2-TZVPD basis set.

Cartesian coordinates (Å):
C (1.34534, 0.05286, 0.12326)
C (0.02538, 0.65024, 0.44961)
F (-2.38098, 0.42767, -1.70175)
F (-0.55294, -0.15707, 1.52201)
P (-1.63319, 0.28088, -0.31475)
H (2.17740, 0.38961, 0.79499)
H (1.39603, -0.98634, 0.12773)
H (1.73582, 0.66636, -0.80435)
H (-2.25298, -0.89823, 0.28783)
H (-2.32397, 1.17855, 0.58079)

Results
total charge	0
ΔE to the lowest compared entry with this formula, charge and spin	3.213	eV
orbital gap	8.21	eV
DFT total energy	-16875.276	eV
LUMO	0.39	eV
molar mass	98.032	g mol⁻¹
highest occupied orbital energy	-0.2873	Ha

***

[9]
Below is 2 unconnected molecules or ions with the total composition C2H5FIN in a non-equilibrium geometry, with properties calculated with ωB97M-V with the def2-TZVPD basis set.

Cartesian coordinates (Å):
H (0.57186, 1.83551, -0.71771)
N (0.25564, 1.28153, 0.12435)
C (-0.65979, 0.45331, 0.05448)
C (-1.04225, -0.46955, 1.14149)
F (-1.42903, 0.12938, -1.01761)
H (-2.11902, -0.47942, 1.38830)
H (-0.87578, -1.42543, 0.64274)
H (-0.32342, -0.36153, 1.91534)
I (2.86452, -0.69116, -1.01545)
H (2.75727, -0.27264, -2.51592)

Results
SMILES	[H]/N=C(/C)F.I
total charge	0
ΔE to the lowest compared entry with this formula, charge and spin	0.275	eV
orbital gap	10.56	eV
DFT total energy	-14462.769	eV
LUMO	0.66	eV
molar mass	188.971	g mol⁻¹
highest occupied orbital energy	-0.3639	Ha

***

[10]
Below is a molecular structure, C2H5FIN in a non-equilibrium geometry, with properties calculated with ωB97M-V with the def2-TZVPD basis set.

Cartesian coordinates (Å):
C (-0.33535, 2.07736, -0.41746)
C (-0.60870, 0.84112, 0.20690)
N (0.76249, -1.97948, 0.30058)
F (-0.11960, 0.64029, 1.43393)
I (-2.40186, 0.03231, -0.42555)
H (0.50619, 2.73085, -0.27319)
H (0.59476, -3.07197, 1.06926)
H (-0.75043, 2.34276, -1.36824)
H (0.63935, -1.88438, -0.73171)
H (1.71316, -1.72887, 0.20549)

Results
total charge	0
ΔE to the lowest compared entry with this formula, charge and spin	3.442	eV
orbital gap	9.26	eV
DFT total energy	-14459.602	eV
LUMO	0.33	eV
molar mass	188.971	g mol⁻¹
highest occupied orbital energy	-0.3280	Ha